{
  "formula": "C17H13FN2O",
  "method": "ωB97M-V/def2-TZVPD",
  "charge": 0,
  "smiles": "O=Cc1nccn1[C@H](c1ccccc1)c1cccc(F)c1",
  "elements": ["C", "C", "H", "N", "H", "C", "H", "C", "C", "C", "F", "O", "C", "H", "C", "H", "C", "H", "C", "H", "C", "C", "C", "H", "C", "C", "H", "H", "H", "C", "H", "C", "H", "N"],
  "xyz": [[-1.932, -3.565, 2.981], [0.217, -0.502, 2.690], [1.949, -3.764, 2.836], [-0.319, 0.705, 2.545], [-4.842, -3.702, 4.748], [2.654, -3.519, 4.866], [-2.459, -3.192, 5.052], [0.374, -3.109, 4.134], [2.312, -3.179, 6.181], [0.004, -2.817, 5.446], [0.598, -2.641, 7.744], [2.561, -0.086, 2.958], [0.978, -2.893, 6.446], [-0.996, -2.485, 5.713], [-2.388, -4.125, 1.775], [-5.695, -4.443, 2.510], [-2.808, -3.512, 4.074], [3.691, -3.749, 4.599], [-1.980, -0.807, 2.669], [-2.369, 1.348, 2.334], [-4.166, -3.822, 3.901], [-0.563, -2.896, 2.965], [1.688, -3.511, 3.870], [3.056, -3.135, 6.973], [-3.731, -4.458, 1.612], [1.646, -0.800, 2.578], [-4.061, -4.854, 0.651], [-2.948, -1.289, 2.703], [-1.661, -4.248, 0.963], [-1.674, 0.531, 2.491], [1.786, -1.784, 2.074], [-4.633, -4.254, 2.661], [-0.040, -3.256, 2.069], [-0.772, -1.465, 2.789]],
  "lowdin_charge": [-0.18, -0.26, 0.12, 0.12, 0.11, -0.05, 0.09, -0.17, 0.00, 0.05, 0.04, 0.07, -0.23, 0.11, -0.03, 0.11, -0.04, 0.12, -0.03, 0.10, -0.07, -0.18, -0.07, 0.12, -0.07, -0.19, 0.11, 0.12, 0.12, -0.12, 0.11, -0.08, 0.14, 0.02]
}

=====

{
  "formula": "C19H8Cl5NO10S2Sn",
  "method": "ωB97M-V/def2-TZVPD",
  "charge": -2,
  "e_above_lowest_ev": 3.079,
  "elements": ["H", "C", "Cl", "C", "N", "H", "C", "C", "C", "O", "Cl", "O", "S", "S", "C", "Cl", "C", "C", "O", "H", "C", "Cl", "C", "O", "O", "H", "C", "O", "H", "O", "O", "C", "O", "C", "C", "C", "H", "O", "C", "Sn", "H", "C", "Cl", "C", "C", "H"],
  "xyz": [[1.918, -4.063, -0.706], [3.138, -2.869, -2.002], [0.475, -3.922, -0.800], [-0.097, -4.895, 1.673], [-1.762, 1.584, 0.251], [-4.815, 0.342, -0.269], [3.670, -2.884, -4.387], [2.402, -1.662, -2.158], [3.682, -3.486, -3.129], [-0.857, 0.140, 2.543], [1.599, 0.460, -3.630], [4.487, -4.371, -0.228], [3.255, -3.582, -0.278], [-1.639, -0.887, 3.251], [-0.974, -2.430, 2.619], [4.299, -5.119, -3.069], [-3.358, 2.788, 1.561], [-2.069, 2.547, 1.116], [-3.039, -0.896, 2.854], [-1.611, -3.484, 4.356], [0.001, -3.703, 0.976], [4.374, -3.655, -5.776], [-2.366, -0.341, -1.122], [-3.215, -0.741, -1.909], [3.228, -2.430, 0.629], [0.216, -5.839, 1.250], [-4.381, 1.997, 1.055], [-1.200, -0.834, -0.951], [-0.431, 4.610, 2.897], [0.205, 3.330, 1.179], [1.758, -1.132, -1.208], [-0.911, 3.355, 1.612], [-1.257, 4.176, 2.642], [3.047, -1.637, -4.531], [2.414, -1.051, -3.457], [-0.670, -4.800, 2.933], [-0.779, -5.690, 3.542], [-1.423, -0.908, 4.688], [-0.343, -2.436, 1.366], [0.407, -0.383, 0.430], [-3.545, 3.559, 2.292], [-1.138, -3.574, 3.386], [3.045, -0.854, -6.078], [-4.072, 1.006, 0.148], [-2.739, 0.820, -0.210], [-5.400, 2.142, 1.390]],
  "lowdin_charge": [-0.19, -0.26, 0.85, -0.12, 0.15, 0.12, -0.73, -0.47, -0.65, -0.49, 0.69, -0.46, 0.64, 0.42, -0.29, 0.66, 0.00, -0.20, -0.34, 0.11, -0.50, 0.59, -0.59, 0.03, -0.40, 0.10, -0.05, -0.19, 0.12, 0.11, -0.34, -0.47, 0.08, -0.71, -0.60, -0.10, 0.09, -0.36, -0.23, 1.37, 0.11, -0.07, 0.62, 0.01, -0.18, 0.10]
}

=====

{
  "formula": "C16H31NO2",
  "method": "ωB97M-V/def2-TZVPD",
  "charge": 0,
  "smiles": "CC(C)CCC[C@@H](C)CCOC(=O)CN1CCCC1",
  "e_above_lowest_ev": 0.808,
  "elements": ["H", "C", "C", "O", "H", "H", "H", "C", "H", "H", "C", "H", "H", "N", "H", "H", "C", "H", "H", "H", "C", "H", "H", "H", "H", "C", "H", "C", "H", "C", "C", "C", "H", "H", "C", "H", "O", "H", "H", "H", "H", "H", "H", "H", "H", "H", "C", "C", "C", "C"],
  "xyz": [[1.171, 1.731, 1.672], [-3.933, -1.139, -0.608], [-0.547, 1.639, 0.363], [2.636, -0.505, 2.401], [-0.255, 0.783, -0.254], [-1.021, -0.298, 2.323], [-3.424, -1.417, 1.474], [3.773, 0.378, -2.007], [-5.138, -1.624, 1.117], [4.162, -0.258, -2.802], [-3.774, -2.607, -1.000], [1.938, -0.831, -1.978], [-4.774, -0.720, -1.173], [3.331, -1.330, -0.502], [1.040, 2.855, -0.478], [-2.941, -3.054, -0.461], [-2.078, 1.664, 0.475], [-4.676, -3.167, -0.761], [-0.519, 3.059, -1.271], [5.385, -1.485, -0.207], [2.539, -2.008, 0.499], [-2.396, 1.053, 1.319], [5.822, 0.591, -1.265], [-0.237, 3.779, 0.315], [4.568, -0.504, 1.026], [0.112, 1.471, 1.738], [-2.336, 1.665, -1.654], [-2.664, -0.364, -0.983], [-0.353, 2.143, 2.462], [-4.254, -1.035, 0.881], [0.014, 0.042, 2.269], [-0.034, 2.911, -0.309], [4.593, 1.405, -0.293], [3.475, 1.336, -2.430], [1.980, -1.060, 1.556], [-4.448, -0.006, 1.170], [0.666, -0.884, 1.396], [0.478, -0.022, 3.259], [-3.827, 1.440, -0.759], [-1.831, -0.753, -0.394], [-2.398, 2.689, 0.676], [-2.445, -0.576, -2.032], [3.175, -2.748, 0.991], [-3.584, -2.704, -2.066], [1.707, -2.511, 0.000], [2.066, 0.384, -0.682], [-2.773, 1.157, -0.792], [4.592, -0.748, -0.040], [2.632, -0.335, -1.296], [4.805, 0.515, -0.887]],
  "lowdin_charge": [0.12, -0.44, -0.39, 0.11, 0.12, 0.12, 0.08, -0.17, 0.08, 0.11, -0.09, 0.13, 0.13, -0.16, 0.07, 0.08, -0.18, 0.07, 0.07, 0.12, -0.09, 0.09, 0.10, 0.08, 0.10, -0.14, 0.10, -0.18, 0.13, -0.08, -0.15, -0.06, 0.11, 0.11, -0.47, 0.07, -0.01, 0.13, 0.11, 0.11, 0.12, 0.11, 0.14, 0.07, 0.13, 0.11, -0.19, -0.17, -0.19, -0.16]
}

=====

{
  "formula": "C3H5FO",
  "method": "ωB97M-V/def2-TZVPD",
  "charge": 0,
  "e_above_lowest_ev": 3.737,
  "elements": ["C", "O", "H", "F", "H", "H", "C", "H", "C", "H"],
  "xyz": [[1.693, 0.397, 0.466], [-2.457, 0.223, 0.570], [1.248, 0.608, 1.424], [0.112, -1.236, 0.027], [-1.686, 0.170, -1.273], [2.559, 0.962, 0.185], [1.201, -0.524, -0.330], [1.568, -0.814, -1.303], [-2.535, 0.543, -0.654], [-1.702, -0.330, 0.889]],
  "lowdin_charge": [0.04, -0.05, 0.07, -0.03, -0.01, 0.06, -0.22, 0.11, -0.05, 0.10]
}

=====

Per-record LUMO, eV: 0.2; 4.1; 0.9; 0.8
Per-record HOMO level, eV: -8.94; -2.59; -8.31; -8.18